1.
The following is a quantum chemistry calculation of a cluster of 11 separate species, C25H70F6O10P in total, from OMol25.

Structure (XYZ):
```
112
Properties=species:S:1:pos:R:3:lowdin_charge:R:1
P 11.215 -4.350 -21.248 0.216
F 11.587 -4.924 -22.747 -0.162
F 12.672 -3.688 -21.205 -0.117
F 10.845 -3.825 -19.773 -0.135
F 10.617 -2.995 -21.897 -0.138
F 11.741 -5.739 -20.621 -0.123
F 9.758 -5.072 -21.423 -0.156
O 13.307 -2.894 -24.117 -0.054
O 8.238 -4.114 -18.445 -0.062
O 10.568 -11.767 -20.095 -0.065
O 8.575 -3.752 -24.061 -0.061
O 8.145 -6.721 -19.945 -0.059
O 14.420 -0.249 -19.108 -0.077
O 11.740 -5.659 -17.501 -0.048
O 7.795 1.311 -18.928 -0.057
O 16.593 -1.041 -20.759 -0.067
O 11.228 -7.590 -23.279 -0.135
C 10.291 -7.779 -24.339 -0.156
C 18.247 -1.256 -18.981 -0.065
C 12.455 -2.927 -25.263 -0.497
C 11.454 -1.776 -25.218 -0.055
C 13.092 -0.172 -19.670 -0.438
C 16.525 -3.048 -19.465 -0.068
C 6.913 -7.082 -20.562 -0.496
C 12.211 -1.225 -18.996 -0.054
C 12.569 -10.551 -20.554 -0.056
C 11.254 -10.531 -19.802 -0.486
C 8.240 0.392 -19.948 -0.473
C 17.422 -1.953 -20.045 -0.493
C 6.288 -8.170 -19.727 -0.057
C 12.964 -7.619 -18.111 -0.068
C 7.201 -7.537 -21.988 -0.055
C 14.152 -5.411 -17.570 -0.058
C 10.413 -9.357 -20.228 -0.053
C 13.332 -2.969 -26.506 -0.054
C 7.084 -3.370 -22.187 -0.048
C 7.505 -2.946 -23.580 -0.474
C 9.548 0.955 -20.511 -0.048
C 13.203 -0.367 -21.178 -0.037
C 12.973 -6.331 -17.297 -0.495
C 7.919 -1.470 -23.623 -0.051
C 8.400 -0.964 -19.298 -0.062
H 10.324 0.870 -19.751 0.063
H 12.227 -0.615 -21.597 0.063
H 18.756 -1.984 -18.342 0.074
H 14.017 -4.469 -17.039 0.077
H 14.159 -5.144 -18.633 0.075
H 12.043 -8.140 -17.852 0.073
H 6.883 -9.084 -19.812 0.072
H 10.571 -1.973 -25.830 0.075
H 8.913 -4.025 -19.130 -0.012
H 11.274 -6.633 -23.142 0.020
H 12.374 -10.549 -21.631 0.084
H 5.277 -8.422 -20.055 0.078
H 6.252 -6.212 -20.686 0.125
H 6.277 -7.706 -22.555 0.083
H 7.191 -0.847 -23.103 0.069
H 10.832 -8.406 -19.895 0.067
H 15.858 -0.809 -20.163 0.035
H 9.419 2.001 -20.788 0.077
H 11.469 -10.533 -18.727 0.128
H 7.552 0.320 -20.798 0.124
H 11.876 -0.800 -25.465 0.079
H 13.914 -1.143 -21.454 0.077
H 17.111 -3.886 -19.058 0.077
H 13.802 -8.296 -17.912 0.079
H 7.018 1.772 -19.253 0.079
H 11.853 -0.898 -18.018 0.088
H 7.869 -3.243 -21.444 0.061
H 9.949 -11.929 -19.378 0.077
H 11.842 -3.834 -25.191 0.127
H 14.125 -2.235 -26.365 0.080
H 9.876 0.392 -21.389 0.069
H 7.792 -8.453 -22.000 0.075
H 7.413 -1.352 -19.042 0.082
H 13.096 -11.499 -20.402 0.075
H 13.761 -3.969 -26.571 0.074
H 11.774 -5.156 -18.323 0.046
H 12.657 0.816 -19.487 0.122
H 15.883 -3.518 -20.208 0.081
H 13.524 0.568 -21.644 0.084
H 10.349 -9.244 -21.314 0.072
H 6.141 -2.896 -21.900 0.085
H 8.642 -6.182 -20.576 0.045
H 7.892 -5.007 -18.571 0.017
H 6.239 -7.928 -18.664 0.079
H 12.958 -6.602 -16.237 0.132
H 8.916 -1.354 -23.199 0.057
H 10.799 -8.111 -25.252 0.069
H 17.591 -0.674 -18.328 0.077
H 8.942 -1.663 -19.936 0.055
H 11.344 -1.399 -19.632 0.046
H 15.092 -5.908 -17.329 0.078
H 15.953 -2.683 -18.609 0.069
H 13.239 -9.723 -20.339 0.070
H 6.827 -4.436 -22.174 0.064
H 7.678 -6.742 -22.569 0.068
H 8.932 -0.906 -18.347 0.089
H 9.841 -6.811 -24.586 0.076
H 12.988 -7.436 -19.187 0.066
H 12.735 -2.782 -27.397 0.073
H 7.998 -1.169 -24.670 0.075
H 19.016 -0.624 -19.423 0.073
H 9.517 -8.496 -24.065 0.063
H 9.254 -3.837 -23.380 0.039
H 11.072 -1.740 -24.194 0.051
H 6.678 -3.102 -24.274 0.133
H 14.308 -0.635 -18.235 0.085
H 9.376 -9.403 -19.887 0.066
H 18.097 -2.435 -20.758 0.132
H 12.681 -2.206 -18.922 0.075
H 12.805 -3.304 -23.403 0.033
```

Maximum force: 1.3 eV Å⁻¹
E_LUMO: 0.09215 Eh
Relative energy (zero: lowest compared OMol25 entry of this formula, charge and spin): 0.913 eV
Total charge: -1
Energy: -73138.537 eV
Frontier orbital gap: 9.99 eV
HOMO level: -7.5 eV

2.
The following is a quantum chemistry calculation of a structure of composition C25H70InN5O10P3, from OMol25.

Structure (XYZ):
```
114
Properties=species:S:1:pos:R:3:lowdin_charge:R:1
In 2.787 4.932 0.985 0.161
P 1.476 2.881 1.798 0.465
P 5.198 4.207 0.576 0.612
P 1.840 5.856 -1.188 0.427
O 0.890 -0.315 0.173 -0.214
O -2.202 -3.838 0.471 -0.195
O 8.230 -0.015 -3.830 -0.199
O -5.327 -7.804 -2.856 -0.194
O -7.746 -8.670 1.016 -0.180
O 5.030 2.734 -0.241 -0.492
O -0.872 7.453 1.085 -0.222
O 2.661 6.986 -1.745 -0.614
O 4.308 -1.377 -1.810 -0.200
O -4.761 8.697 3.139 -0.187
N -5.965 -6.460 -0.300 -0.047
N -1.808 7.920 3.842 -0.051
N -1.072 -2.009 -1.591 -0.048
N -0.053 3.105 2.248 -0.428
N 7.305 -0.830 -1.160 -0.045
C -7.483 -9.372 -0.180 -0.106
C 8.068 -1.665 -2.066 -0.226
C -3.428 -3.156 0.640 -0.112
C 0.036 -1.144 -1.984 -0.192
C -4.424 -6.988 -2.121 -0.220
C -1.899 -4.192 -0.870 -0.233
C -1.562 6.613 3.243 -0.209
C -4.344 7.723 4.081 -0.232
C 1.203 -1.002 -1.018 -0.225
C -6.632 -8.024 1.606 -0.226
C -6.227 -7.096 -3.678 -0.119
C -4.320 8.483 1.811 -0.104
C -0.461 6.675 2.213 -0.236
C 4.699 -1.092 -3.138 -0.095
C 8.280 1.374 -3.571 -0.108
C -0.727 -3.408 -1.415 -0.222
C 5.547 3.575 2.278 -0.426
C -4.692 -7.075 -0.637 -0.215
C 5.167 -2.231 -1.083 -0.224
C 6.299 -1.509 -0.361 -0.199
C 0.322 -1.055 1.226 -0.103
C -0.110 8.620 0.878 -0.128
C -6.382 -6.614 1.086 -0.202
C -2.977 7.996 4.699 -0.214
C 8.978 -0.819 -2.929 -0.224
H -6.857 -7.949 2.673 0.121
H -0.428 9.048 -0.072 0.088
H -1.645 -5.258 -0.876 0.115
H 5.852 -0.764 0.300 0.120
H -5.053 8.943 1.148 0.083
H -3.896 -6.541 -0.106 0.116
H 6.540 3.123 2.307 0.014
H -5.701 -6.411 -4.351 0.088
H -1.265 5.907 4.025 0.124
H 1.604 1.878 0.808 -0.097
H -0.258 9.366 1.671 0.080
H -5.742 -8.659 1.503 0.110
H 7.777 1.651 -2.639 0.085
H 7.779 1.869 -4.401 0.089
H -3.342 8.929 1.611 0.073
H -3.408 -7.342 -2.318 0.123
H -2.448 6.191 2.749 0.107
H 5.536 4.439 2.950 0.017
H -7.568 -8.742 -1.071 0.073
H 9.314 1.731 -3.517 0.086
H -1.882 8.608 3.102 0.078
H -5.086 7.746 4.884 0.115
H 0.687 -2.090 1.230 0.087
H -3.418 -2.156 0.193 0.083
H 3.792 -0.869 -3.701 0.086
H 5.538 -3.027 -1.744 0.110
H 0.455 7.093 2.639 0.093
H -2.781 -4.047 -1.504 0.116
H -6.953 -6.510 -3.102 0.082
H -4.624 -8.134 -0.349 0.109
H -4.250 7.416 1.581 0.088
H -6.683 -6.822 -0.914 0.078
H 1.620 4.806 -2.123 -0.078
H 9.627 -1.472 -3.519 0.118
H -0.370 -0.146 -2.164 0.123
H 4.548 -2.706 -0.317 0.118
H 0.471 6.193 -1.025 -0.071
H -4.495 -5.949 -2.461 0.116
H -0.239 2.750 3.179 -0.086
H 9.607 -0.185 -2.296 0.121
H 5.199 -1.951 -3.597 0.086
H 6.871 -0.077 -1.679 0.083
H -4.385 6.727 3.622 0.109
H 2.281 2.247 2.780 -0.085
H -5.619 -6.154 1.724 0.118
H 7.448 -2.281 -2.735 0.104
H 1.972 -0.397 -1.502 0.113
H -6.479 -9.809 -0.174 0.087
H 0.128 -3.572 -0.742 0.109
H 2.688 6.162 2.200 -0.113
H 5.365 -0.229 -3.208 0.078
H 4.818 2.851 2.653 0.000
H 0.612 -0.567 2.157 0.083
H -3.010 8.995 5.143 0.114
H 8.687 -2.352 -1.478 0.122
H 0.429 -1.508 -2.941 0.116
H 0.960 8.396 0.816 0.081
H -0.255 5.655 1.879 0.071
H -6.762 -7.833 -4.275 0.087
H 4.297 2.197 0.088 0.000
H -8.216 -10.174 -0.256 0.086
H -0.455 -3.827 -2.390 0.123
H -7.301 -6.040 1.225 0.120
H -4.261 -3.720 0.203 0.078
H -0.773 -1.075 1.189 0.077
H -1.479 -1.655 -0.735 0.077
H -2.843 7.285 5.523 0.115
H 1.669 -1.970 -0.788 0.108
H -3.590 -3.058 1.711 0.088
H 6.802 -2.245 0.279 0.116
```

Maximum force: 0.6 eV Å⁻¹
E_LUMO: 0.06852 Eh
Total charge: -1
Energy: -88020.915 eV
Frontier orbital gap: 6.18 eV
HOMO level: -4.3 eV

3.
The following is a quantum chemistry calculation of a cluster of 9 separate species, C25H70N16O9Si in total, from OMol25.

Structure (XYZ):
```
121
Properties=species:S:1:pos:R:3:lowdin_charge:R:1
Si -0.576 2.562 -3.753 0.586
O 2.177 -4.447 -2.758 0.023
O 0.630 0.915 6.781 0.006
O 2.006 -2.052 10.902 0.018
O -0.131 -0.302 2.006 0.002
O 0.117 -7.000 -0.880 0.016
O 0.700 4.215 1.662 -0.016
O -4.726 -0.554 -6.590 0.020
O -2.806 2.779 0.111 0.003
O -0.422 4.182 -3.472 -0.288
N -1.365 -6.515 0.769 0.169
N 4.117 -1.227 11.004 0.148
N 0.413 1.892 1.931 0.161
N -3.279 -0.225 -4.873 0.165
N 2.462 -0.424 12.409 0.157
N 0.646 0.693 3.894 0.155
N 0.185 5.338 3.561 0.160
N 2.483 -6.590 -2.103 0.153
N 4.296 -5.246 -2.639 0.147
N -1.480 4.379 2.271 0.189
N 2.505 0.871 8.059 0.152
N -4.543 -2.154 -4.992 0.149
N -5.045 3.076 0.296 0.159
N -2.045 -7.631 -1.139 0.157
N 1.074 -0.935 8.016 0.168
N -3.868 3.990 -1.477 0.177
C 2.935 -5.369 -2.520 -0.666
C 0.288 0.694 2.580 -0.653
C 3.025 -1.298 -2.075 -0.201
C 1.351 0.318 7.565 -0.671
C 0.057 2.139 -5.452 -0.278
C -0.329 4.562 -2.080 -0.277
C -1.819 -3.280 -0.903 -0.214
C 0.167 0.613 -5.675 -0.262
C 1.291 7.090 -2.697 -0.101
C -0.702 -1.097 -1.646 -0.198
C -1.019 -7.044 -0.444 -0.647
C 2.807 -1.285 11.408 -0.684
C 1.447 6.247 -1.425 -0.259
C 1.845 -0.808 -1.223 -0.184
C -3.843 3.262 -0.325 -0.658
C 1.685 -0.446 -4.043 -0.243
C 1.116 4.782 -1.654 -0.194
C 1.582 0.063 -5.473 -0.196
C -2.913 -1.623 0.811 -0.110
C -0.149 4.615 2.442 -0.659
C -4.216 -0.948 -5.556 -0.682
C 3.062 -0.783 -3.521 -0.183
C -1.796 -2.135 -1.902 -0.224
C 0.646 -1.758 -1.389 -0.199
C -2.277 -2.982 0.542 -0.241
H 1.491 -6.694 -1.975 0.039
H -0.816 -3.693 -0.891 0.087
H 0.253 7.383 -2.828 0.065
H 1.576 0.222 -1.449 0.090
H -5.909 3.446 -0.051 0.094
H -0.625 -0.485 -2.548 0.067
H -0.806 3.821 -1.436 0.078
H -0.640 -6.062 1.293 0.110
H 1.508 -0.442 12.719 0.107
H 3.104 0.213 12.840 0.094
H -2.988 -7.674 -0.802 0.091
H 4.796 -0.613 11.412 0.093
H 0.789 6.627 -0.650 0.100
H -2.767 -1.654 -2.011 0.086
H 0.960 1.501 4.395 0.076
H -0.468 0.094 -4.955 0.064
H 0.209 1.830 -2.738 0.011
H -4.129 -2.498 -4.146 0.079
H -0.487 5.674 4.222 0.091
H 0.534 -0.161 4.403 0.086
H 0.131 1.925 0.969 0.099
H 2.976 -2.380 -2.039 0.072
H -2.004 2.162 -3.615 -0.010
H 1.023 2.628 -5.565 0.072
H 3.511 -1.544 -4.159 0.107
H -3.435 -1.672 1.765 0.068
H -2.981 4.123 -1.929 0.071
H -2.295 -6.533 1.141 0.095
H 0.227 -1.365 7.697 0.107
H 1.647 -1.424 8.684 0.066
H -1.825 -8.023 -2.034 0.103
H 2.318 0.849 -5.633 0.106
H 0.863 -2.414 -2.227 0.086
H 1.771 4.377 -2.422 0.117
H 3.104 0.399 8.710 0.074
H 2.463 6.346 -1.052 0.102
H -1.423 -3.110 1.200 0.096
H -2.855 -0.535 -4.018 0.064
H -3.627 -1.328 0.049 0.066
H -2.178 4.708 2.909 0.098
H -3.011 0.662 -5.254 0.078
H 1.158 5.521 3.714 0.101
H 0.718 2.735 2.378 0.035
H -5.224 -2.713 -5.469 0.098
H -1.766 3.838 1.467 0.060
H 0.555 -2.339 -0.477 0.108
H 3.950 -0.995 -1.585 0.099
H -2.154 -0.866 0.941 0.035
H 1.915 7.976 -2.674 0.063
H -3.014 -3.739 0.804 0.081
H -4.700 4.359 -1.897 0.100
H 4.407 -1.873 10.294 0.104
H 1.547 6.492 -3.568 0.072
H -0.222 0.374 -6.659 0.103
H 1.018 -1.302 -3.949 0.117
H -5.049 2.518 1.129 0.105
H 4.650 -4.356 -2.935 0.093
H -1.565 -2.585 -2.872 0.111
H 3.086 -7.360 -1.891 0.090
H -2.460 -4.067 -1.299 0.095
H 2.149 -0.829 -0.179 0.103
H 1.274 0.339 -3.415 0.048
H 3.675 0.116 -3.564 0.109
H -0.591 2.572 -6.212 0.071
H -0.906 5.479 -1.971 0.113
H 1.287 4.242 -0.727 0.090
H 4.938 -5.987 -2.440 0.086
H 2.741 1.795 7.752 0.098
H 1.777 -0.740 -6.181 0.111
H -0.945 -0.412 -0.837 0.102
```

Maximum force: 2.1 eV Å⁻¹
E_LUMO: 0.00845 Eh
Energy: -77216.474 eV
Frontier orbital gap: 8.78 eV
HOMO level: -8.5 eV
SMILES: CCCCCCCCCCCCC[SiH2]OCCCC.NC(N)=O.NC(N)=O.NC(N)=O.NC(N)=O.NC(N)=O.NC(N)=O.NC(N)=O.NC(N)=O

4.
The following is a quantum chemistry calculation of a cluster of 11 separate species, C25H72N8O11 in total, from OMol25.

Structure (XYZ):
```
116
Properties=species:S:1:pos:R:3:lowdin_charge:R:1
O 6.632 -0.909 0.967 -0.071
O -0.687 -3.023 -2.110 -0.097
O -3.347 0.712 -1.575 -0.084
O 4.273 -3.329 -1.293 -0.016
O 0.771 0.412 4.638 -0.091
O -1.877 -1.926 -0.029 -0.010
O 2.302 -0.796 2.494 -0.081
O 1.794 3.407 -1.708 -0.104
O 0.551 2.482 0.949 0.023
O -2.658 3.147 2.771 -0.047
O -4.342 -1.891 -1.477 -0.092
N 3.616 -2.010 1.084 0.196
N 2.113 -3.839 -1.452 0.173
N 0.048 -1.659 1.141 0.194
N 2.821 -1.805 -2.201 0.184
N -1.100 0.123 0.456 0.211
N 0.640 3.233 3.084 0.158
N 3.607 0.350 1.059 0.187
N 1.313 4.585 1.296 0.192
C -4.999 2.562 2.182 -0.049
C -1.653 -1.214 -3.391 -0.044
C -3.663 3.234 1.801 -0.519
C -0.892 -0.202 6.228 -0.064
C 3.191 3.157 -1.968 -0.493
C -2.387 2.791 -1.880 -0.068
C 3.154 -3.007 -1.684 -0.699
C -4.931 2.658 -1.747 -0.056
C -3.834 4.642 1.262 -0.045
C -5.475 -2.620 -1.212 -0.518
C 8.027 -2.829 1.695 -0.050
C 6.966 -2.238 0.724 -0.496
C -0.194 -0.591 4.953 -0.518
C -1.576 -2.717 -3.198 -0.463
C 0.579 -1.883 5.034 -0.057
C 0.827 3.406 1.664 -0.646
C 3.386 1.725 -2.523 -0.043
C -1.028 -1.212 0.505 -0.665
C -1.238 -3.445 -4.485 -0.049
C 3.683 4.291 -2.804 -0.069
C 7.437 -2.227 -0.803 -0.035
C -3.612 1.958 -2.156 -0.504
C -6.665 -1.794 -1.767 -0.034
C 3.148 -0.839 1.552 -0.597
C -5.355 -3.967 -1.880 -0.058
H 1.100 -2.089 4.057 0.069
H 4.322 -2.046 0.303 0.087
H -4.582 5.162 1.825 0.067
H -2.575 -0.970 -3.829 0.064
H 3.429 0.987 -1.694 0.046
H -5.798 2.110 -2.193 0.078
H 2.666 1.515 -3.263 0.068
H 1.325 2.833 -1.048 0.074
H -4.441 -4.356 -1.508 0.064
H 8.255 -1.580 -0.778 0.044
H -2.876 3.684 3.538 0.093
H -7.624 -2.323 -1.769 0.085
H -1.589 -1.007 6.540 0.089
H 0.555 -1.059 1.806 0.071
H 3.543 -1.105 -2.410 0.099
H 6.671 -1.701 -1.409 0.067
H 3.679 3.287 -0.973 0.131
H -1.482 2.265 -2.285 0.092
H -1.833 0.577 -0.051 0.067
H 1.278 3.754 3.633 0.073
H -5.591 -2.816 -0.138 0.143
H -1.088 -2.622 -1.323 0.015
H 3.478 4.122 -3.854 0.077
H 0.919 5.266 1.855 0.081
H 3.098 1.174 1.281 0.087
H 3.134 -2.830 1.402 0.118
H 1.299 0.043 3.885 0.047
H -2.899 5.158 1.175 0.073
H 4.414 1.644 -2.904 0.085
H 8.403 -3.800 1.274 0.096
H 4.760 4.391 -2.697 0.077
H -6.200 -4.608 -1.566 0.087
H 0.002 -2.673 1.332 0.139
H -0.900 -0.936 -4.104 0.076
H 1.866 -1.523 -2.311 0.096
H 8.889 -2.198 1.775 0.060
H -6.442 -1.430 -2.721 0.060
H -3.975 -0.024 -1.459 0.076
H -5.186 2.482 -0.669 0.056
H -1.479 0.738 6.165 0.086
H -2.365 3.774 -2.425 0.096
H -4.857 1.658 2.789 0.079
H -2.266 3.032 -0.797 0.068
H 3.203 5.277 -2.461 0.110
H -3.643 -1.962 -0.744 0.108
H -5.757 2.303 1.418 0.071
H -5.401 -3.812 -2.982 0.099
H -3.689 1.891 -3.296 0.148
H -4.962 3.732 -2.049 0.089
H 4.405 0.376 0.425 0.097
H -4.262 4.495 0.245 0.072
H -1.975 -3.106 -5.196 0.076
H -0.552 0.749 1.063 0.085
H -5.528 3.276 2.832 0.073
H -1.421 -4.504 -4.473 0.070
H 1.207 -3.821 -1.930 0.080
H 1.418 -1.692 5.677 0.079
H 0.447 2.241 3.280 0.079
H 0.024 -2.753 5.396 0.083
H 1.603 4.774 0.357 0.098
H 7.617 -2.885 2.718 0.078
H 6.063 -2.874 0.807 0.104
H -0.985 -0.545 4.191 0.131
H -3.223 2.619 0.976 0.112
H 6.416 -0.814 1.915 0.108
H 7.631 -3.180 -1.316 0.084
H -1.685 -0.623 -2.499 0.050
H 2.409 -4.738 -1.199 0.085
H -0.249 -3.169 -4.839 0.081
H -0.158 -0.069 7.002 0.072
H -2.575 -3.098 -2.827 0.130
H -6.783 -0.952 -1.140 0.054
```

Maximum force: 3.9 eV Å⁻¹
E_LUMO: 0.01856 Eh
Relative energy (zero: lowest compared OMol25 entry of this formula, charge and spin): 2.569 eV
Energy: -61539.767 eV
Frontier orbital gap: 9.85 eV
HOMO level: -9.3 eV
SMILES: NC(N)=O.NC(N)=O.NC(N)=O.NC(N)=O.CC(C)O.CC(C)O.CC(C)O.CC(C)O.CC(C)O.CC(C)O.CC(C)O